1.
{"formula": "C2H5N3", "method": "ωB97M-V/def2-TZVPD", "orbital_gap_ev": 9.5, "relative_energy_kcal_mol": 91.34, "molar_mass_g_mol": 71.08, "fmax_ev_per_a": 4.202, "species": ["C", "C", "N", "N", "N", "H", "H", "H", "H", "H"], "positions_angstrom": [[1.5697, 0.7740, 0.7086], [-0.8056, 0.5975, -0.7259], [2.3937, 1.5314, 0.9974], [-0.1012, -1.3883, 0.3508], [0.1992, -0.2610, -0.2589], [-1.5725, -0.0410, -1.2121], [-1.4713, 1.0855, -0.0085], [-0.4077, 1.2062, -1.4250], [0.6881, -2.0592, 0.2984], [-0.4925, -1.4452, 1.2753]], "forces_ev_per_a": [[-2.3555, -0.7893, -1.5176], [-3.4150, -1.5194, 1.9193], [-0.0482, -0.2948, 0.0821], [1.1532, -1.3487, -0.0180], [3.4686, -0.1093, 1.0437], [0.7850, -0.1057, -0.1423], [0.5662, 0.4934, 0.3956], [1.1992, 2.3373, -1.9930], [-0.7917, 0.6811, -0.1430], [-0.5618, 0.6553, 0.3733]], "mulliken_charge": [0.090, -0.775, -0.395, -0.444, 0.033, 0.335, 0.326, 0.332, 0.264, 0.234]}

=====

2.
{"formula": "C2H5N3", "method": "ωB97M-V/def2-TZVPD", "orbital_gap_ev": [8.4, 8.2], "relative_energy_kcal_mol": 88.62, "molar_mass_g_mol": 71.08, "fmax_ev_per_a": 2.524, "species": ["C", "C", "N", "N", "N", "H", "H", "H", "H", "H"], "positions_angstrom": [[-0.6662, -0.2527, 0.1296], [-0.0877, 0.3732, -1.0882], [1.0714, -0.1557, 2.4505], [-1.8508, -0.7059, 0.1188], [1.1008, 0.0607, 1.2811], [2.1232, 0.0059, 2.7892], [-0.7852, -0.0342, -1.8630], [0.9937, 0.1119, -1.2163], [-0.0682, 1.5164, -0.9791], [-2.1352, -1.2849, 0.8982]], "forces_ev_per_a": [[-0.3356, 0.1707, 0.1192], [0.2361, 0.8798, -0.1340], [1.9379, 0.0546, 0.5549], [2.4522, 0.1449, 0.5819], [-1.8506, -0.5497, -1.1624], [-1.9305, -0.1709, -0.1719], [1.0550, 0.9458, 0.0125], [-1.0833, -0.1002, -0.0324], [-0.3718, -1.5909, -0.3221], [-0.1095, 0.2158, 0.5541]], "mulliken_charge": [0.423, -0.817, -0.396, -0.516, -0.012, 0.258, 0.300, 0.274, 0.230, 0.257]}

=====

3.
{"formula": "C2H5N3", "method": "ωB97M-V/def2-TZVPD", "orbital_gap_ev": 8.8, "relative_energy_kcal_mol": 87.78, "molar_mass_g_mol": 71.08, "smiles": "[H]/N=C\\NN=C", "fmax_ev_per_a": 8.067, "species": ["H", "N", "C", "N", "N", "C", "H", "H", "H", "H"], "positions_angstrom": [[-1.2765, 1.7539, -0.7485], [-1.8782, 1.3737, 0.0819], [-1.2814, 0.5702, 0.8113], [0.1279, 0.2719, 0.6112], [0.8362, 0.4364, -0.5266], [1.5633, -0.8208, -0.8608], [-1.7545, -0.0160, 1.6773], [0.1242, -0.8005, 1.0432], [1.9804, -0.8723, -1.8149], [1.5586, -1.8963, -0.2741]], "forces_ev_per_a": [[-1.1741, -0.9446, 2.1616], [-0.5661, 1.5389, -2.1822], [1.9026, 0.0008, -0.5268], [-1.1777, -4.8532, 3.7391], [2.7698, -7.3901, -1.6683], [-4.1049, 3.5594, 3.3069], [0.8548, 1.0848, -1.2415], [0.8849, 3.2566, -1.4321], [0.9922, 0.5246, -1.2182], [-0.3815, 3.2228, -0.9386]], "mulliken_charge": [0.301, -0.566, 0.095, -0.054, -0.416, -0.347, 0.265, 0.262, 0.303, 0.156]}

=====

4.
{"formula": "C2H5N3O", "method": "ωB97M-V/def2-TZVPD", "orbital_gap_ev": 10.7, "relative_energy_kcal_mol": 3.25, "molar_mass_g_mol": 87.08, "smiles": "[H]/N=C/NC(N)=O", "fmax_ev_per_a": 0.981, "species": ["H", "N", "C", "N", "C", "N", "O", "H", "H", "H", "H"], "positions_angstrom": [[-1.1269, -2.4217, 2.0180], [-0.5727, -1.9840, 1.3174], [-0.6179, -0.7299, 1.1705], [0.1751, -0.2546, 0.1341], [0.0880, 0.9918, -0.4574], [0.7470, 1.0399, -1.6684], [-0.5236, 1.9268, 0.0157], [-1.1678, 0.0531, 1.7070], [0.5872, -1.0156, -0.3874], [0.8794, 1.9672, -2.0362], [1.5323, 0.4270, -1.8134]], "forces_ev_per_a": [[-0.5577, 0.2321, 0.7736], [0.3490, 0.0230, -0.4949], [0.1440, -0.1350, -0.2002], [0.0268, 0.0805, -0.0915], [-0.0354, 0.1489, 0.0758], [0.1178, 0.1645, -0.0138], [0.0257, -0.2339, -0.0599], [0.0439, -0.3485, -0.0404], [0.0168, 0.0687, -0.0204], [-0.0802, 0.0602, 0.0636], [-0.0509, -0.0605, 0.0080]], "mulliken_charge": [0.236, -0.640, 0.014, -0.236, 0.535, -0.432, -0.594, 0.356, 0.283, 0.259, 0.220]}

=====

5.
{"formula": "C2H5N3O", "method": "ωB97M-V/def2-TZVPD", "orbital_gap_ev": 10.5, "relative_energy_kcal_mol": 65.59, "molar_mass_g_mol": 87.08, "smiles": "N#CN[C@H](N)O", "fmax_ev_per_a": 5.504, "species": ["N", "C", "N", "C", "N", "O", "H", "H", "H", "H", "H"], "positions_angstrom": [[-2.8214, 0.6327, 0.1415], [-1.8355, 0.1139, -0.1351], [-0.7306, -0.4732, -0.5215], [0.4207, -0.1665, 0.3758], [1.0010, 1.1011, 0.2524], [1.4391, -1.3023, 0.1854], [-0.9045, -1.6770, -0.7884], [-0.0012, -0.1619, 1.3572], [1.3343, 1.4599, -0.7165], [0.2539, 1.7057, 0.5203], [1.8442, -1.2324, -0.6711]], "forces_ev_per_a": [[-0.6276, 0.5306, 0.3791], [-1.0242, 0.0347, -0.2847], [0.9677, -5.0867, -1.8673], [2.2206, -2.9330, -1.4514], [0.8652, 1.1582, -2.3686], [-2.7165, 2.0086, 1.6359], [0.8854, 4.9104, 1.3284], [0.3986, -0.7994, 1.0127], [-0.8836, -1.4034, 1.9750], [-0.2204, 1.1349, 0.3737], [0.1349, 0.4452, -0.7328]], "mulliken_charge": [-0.436, 0.374, -0.407, -0.083, -0.533, -0.510, 0.346, 0.407, 0.273, 0.261, 0.308]}

=====

6.
{"formula": "C2H5N3O", "method": "ωB97M-V/def2-TZVPD", "orbital_gap_ev": 9.2, "relative_energy_kcal_mol": 65.39, "molar_mass_g_mol": 87.08, "fmax_ev_per_a": 3.834, "species": ["C", "C", "N", "N", "N", "O", "H", "H", "H", "H", "H"], "positions_angstrom": [[-0.1984, -1.2178, -1.3965], [0.3097, 0.4801, 0.0491], [0.6463, -1.0103, 0.2045], [-0.9727, 0.8109, 0.4458], [1.3263, 1.2291, -0.0362], [-1.2260, -1.7604, -1.2998], [1.6532, -1.1052, 0.1181], [0.2027, -1.5416, 0.9576], [-1.1429, 1.7572, 0.7340], [-1.7014, 0.1386, 0.2642], [1.1033, 2.2194, -0.0408]], "forces_ev_per_a": [[-1.1454, -0.8576, -3.5568], [1.2554, -0.8653, 3.4512], [-0.5344, 1.9857, 0.7742], [0.8809, -1.0034, -0.6228], [-0.2698, -0.3215, -0.4929], [0.3752, 0.0877, 0.7524], [-0.1738, 0.0163, 0.1095], [0.2514, 0.6391, 0.0165], [-0.2802, -0.0975, -0.2633], [-0.2041, 0.4121, 0.0607], [-0.1552, 0.0045, -0.2288]], "mulliken_charge": [-0.054, 0.518, -0.373, -0.366, -0.623, -0.318, 0.301, 0.278, 0.185, 0.219, 0.232]}